1.
The following is a DFT calculation (wB97M-V/def2-TZVPD) of a cluster of 6 separate species, C28H52N2O15S in total at a distorted geometry.

```
! wB97M-V def2-TZVPD RIJCOSX def2/J DEFGRID3
* xyz 0 1
C 3.5786 -2.4824 -1.3720
C 3.0562 -1.6934 -0.1112
S 2.6973 0.0674 -0.4494
C 0.9592 0.3123 -0.9313
C 0.4851 -0.5322 -2.1542
C -0.1755 0.3269 -3.2319
N -0.5812 0.9736 -4.0575
C -0.5790 -1.6281 -1.7670
C -2.0106 -1.0627 -1.5642
C -0.6353 -2.6472 -2.9021
N -0.4095 -3.4084 -3.6930
H 2.8058 -2.4944 -2.1590
H 3.7682 -3.5125 -1.0068
H 4.4983 -1.9825 -1.7158
H 2.2397 -2.2485 0.3867
H 3.9072 -1.6943 0.6023
H 0.8783 1.3773 -1.2336
H 0.2370 0.1982 -0.0956
H 1.2975 -1.0652 -2.6781
H -0.2807 -2.1476 -0.8369
H -2.6528 -1.8797 -1.1717
H -2.4976 -0.7105 -2.4897
H -2.0535 -0.2448 -0.8172
C 8.2183 -5.3820 -5.1202
C 7.1054 -4.4026 -4.8090
O 7.1343 -3.9974 -3.4334
C 8.0682 -3.0945 -3.1192
O 8.8603 -2.5994 -3.8776
O 7.9898 -2.8524 -1.8043
C 9.0034 -1.9740 -1.3162
H 8.1865 -6.2289 -4.4319
H 8.1298 -5.7523 -6.1423
H 9.1974 -4.9154 -5.0086
H 6.1408 -4.8859 -4.9645
H 7.1403 -3.5311 -5.4647
H 9.0283 -1.0444 -1.8843
H 9.9749 -2.4676 -1.3509
H 8.7652 -1.7425 -0.2802
C -3.8548 -5.4955 2.1803
C -2.5322 -4.8421 2.5243
O -2.6680 -3.4185 2.6432
C -3.2196 -2.9866 3.7820
O -3.5911 -3.6715 4.6973
O -3.3102 -1.6523 3.7136
C -3.9766 -1.0572 4.8286
H -4.2875 -5.0382 1.2879
H -3.7211 -6.5632 2.0023
H -4.5784 -5.3704 2.9862
H -1.8190 -5.0147 1.7178
H -2.0991 -5.2615 3.4338
H -3.5271 -1.3698 5.7703
H -5.0370 -1.3111 4.8092
H -3.8728 0.0220 4.7345
C 1.9898 3.8529 -3.1205
C 3.2794 4.2010 -2.4050
O 3.3514 5.6060 -2.1205
C 2.6204 6.0153 -1.0857
O 1.9304 5.3126 -0.3834
O 2.7640 7.3383 -0.9761
C 1.9597 7.9383 0.0384
H 1.8671 4.4702 -4.0121
H 1.9814 2.8021 -3.4142
H 1.1225 4.0365 -2.4849
H 4.1258 3.9719 -3.0522
H 3.4056 3.6182 -1.4907
H 2.1136 7.4547 1.0012
H 0.9071 7.8982 -0.2449
H 2.2603 8.9803 0.1213
C -9.2085 -2.3768 -0.9349
C -7.9412 -3.1717 -1.1729
O -6.7779 -2.3360 -1.1015
C -6.3821 -2.0051 0.1302
O -6.9008 -2.3507 1.1611
O -5.3184 -1.2031 0.0219
C -4.8447 -0.6929 1.2697
H -9.2602 -1.5258 -1.6169
H -10.0889 -3.0036 -1.0827
H -9.2391 -1.9769 0.0790
H -7.9557 -3.5889 -2.1798
H -7.8536 -4.0082 -0.4775
H -4.6581 -1.4937 1.9750
H -5.5640 0.0183 1.6791
H -3.9081 -0.1718 1.0826
C -2.1504 6.4338 6.1048
C -2.6819 5.2663 5.2989
O -2.3729 5.4072 3.9070
C -1.1117 5.1162 3.5651
O -0.2433 4.7436 4.3126
O -0.9779 5.3295 2.2548
C 0.3572 5.1475 1.7602
H -2.5057 7.3788 5.6893
H -2.4707 6.3609 7.1450
H -1.0607 6.4642 6.0834
H -3.7696 5.2399 5.3690
H -2.3100 4.3127 5.6781
H 0.7497 4.1693 2.0381
H 1.0032 5.9380 2.1384
H 0.3195 5.2110 0.6880
*
```

Summary:
M: 688.790 g mol⁻¹
Frontier orbital gap: 9.355 eV
E_LUMO: 0.007 hartree

=====

2.
The following is a DFT calculation (wB97M-V/def2-TZVPD) of a cluster of 3 separate species, C28H52N4O6 in total at a distorted geometry.

```
! wB97M-V def2-TZVPD RIJCOSX def2/J DEFGRID3
* xyz 0 1
C -0.7106 2.0689 5.0466
C -1.0368 0.6016 5.0034
O -1.4635 0.0281 5.9686
N -0.7768 -0.0385 3.7492
C 0.6238 -0.4925 3.7193
C -1.7557 -1.1086 3.4752
C -2.5712 -0.7997 2.2155
C -1.7246 -1.1219 0.9665
C -2.0773 -0.3223 -0.3037
C -0.9944 0.6466 -0.8129
C -1.7112 1.6691 -1.6910
N -2.6224 2.5421 -0.9488
C 0.0268 -0.1010 -1.6877
C 0.7811 -1.2171 -1.0058
C 0.2384 -2.5084 -1.0648
C 0.8278 -3.6055 -0.4469
C 2.0137 -3.4419 0.2643
C 2.5931 -2.1757 0.3000
C 2.0022 -1.0663 -0.3243
C 2.7438 0.2452 -0.2196
O -0.4118 1.2361 0.3742
C 0.2537 2.3926 0.2358
O 0.8236 2.7502 -0.7545
C 0.2930 3.1992 1.5139
C -0.8919 4.1011 1.7404
O -1.1754 4.4723 2.8360
H -1.1465 2.5486 4.1775
H 0.3713 2.1605 4.9478
H -1.0390 2.5004 5.9811
H 0.7446 -1.5164 4.0708
H 1.0279 -0.4002 2.7118
H 1.2321 0.1568 4.3461
H -1.2339 -2.0499 3.3113
H -2.4219 -1.2524 4.3213
H -3.3926 -1.5154 2.2226
H -2.9263 0.2268 2.2238
H -1.9204 -2.1696 0.7401
H -0.6680 -1.0841 1.2038
H -2.3538 -0.9835 -1.1194
H -2.9694 0.2589 -0.0752
H -0.9770 2.2445 -2.2536
H -2.2770 1.1076 -2.4347
H -2.4960 2.4844 0.0505
H -2.5021 3.4888 -1.2735
H -0.5544 -0.5696 -2.4807
H 0.6873 0.6019 -2.1861
H -0.6940 -2.6627 -1.5946
H 0.3632 -4.5789 -0.5045
H 2.5016 -4.2543 0.7812
H 3.5260 -2.0272 0.8268
H 2.5753 0.8301 -1.1182
H 3.8132 0.0602 -0.1866
H 2.4355 0.8224 0.6461
H 0.3937 2.4994 2.3405
H 1.2045 3.7904 1.4729
H -1.4578 4.4372 0.8608
C -8.0639 2.5693 -2.9456
C -7.2926 1.3628 -3.4705
C -5.7801 1.4400 -3.2182
O -5.0781 2.3107 -4.0852
C -5.1037 3.6765 -3.7167
N -7.6106 1.1782 -4.8897
H -7.9406 3.4429 -3.5853
H -9.1297 2.3454 -2.9097
H -7.7423 2.8350 -1.9366
H -7.6559 0.4829 -2.9311
H -5.3571 0.4482 -3.4021
H -5.5625 1.6906 -2.1716
H -5.1005 3.7976 -2.6296
H -5.9656 4.1930 -4.1459
H -4.2043 4.1420 -4.1215
H -7.1846 0.3165 -5.2188
H -7.1294 1.9068 -5.4103
C 8.8495 -4.0029 -0.2830
C 7.5529 -3.5657 -0.9568
C 7.1377 -2.1255 -0.6245
O 6.5681 -1.9563 0.6594
C 7.4934 -1.8207 1.7220
N 6.4998 -4.5325 -0.6329
H 8.7062 -4.2240 0.7745
H 9.2273 -4.9106 -0.7525
H 9.6196 -3.2338 -0.3711
H 7.7179 -3.6031 -2.0376
H 6.3538 -1.8318 -1.3281
H 7.9726 -1.4266 -0.7666
H 8.3914 -1.2817 1.4075
H 7.7728 -2.7929 2.1347
H 7.0037 -1.2520 2.5124
H 5.6623 -4.3065 -1.1628
H 6.2291 -4.3802 0.3351
*
```

Summary:
M: 540.746 g mol⁻¹
Frontier orbital gap: 9.606 eV
E_LUMO: 0.020 hartree

=====

3.
The following is a DFT calculation (wB97M-V/def2-TZVPD) of a structure of composition C28H53BInN6O4 at a distorted geometry.

```
! wB97M-V def2-TZVPD RIJCOSX def2/J DEFGRID3
* xyz -1 1
C 6.2084 1.2286 -2.0998
C 6.8063 2.6766 -2.6630
O 6.9724 2.8003 -3.9826
O 7.1459 3.6770 -1.6396
C 6.2316 4.8287 -1.6528
In 4.2492 4.4879 -2.6895
C 2.9911 2.8094 -1.8393
B 1.9489 2.3062 -3.0530
O 1.1521 3.3158 -3.8152
O 1.7628 0.8541 -3.3676
H 5.3320 0.8993 -2.8088
H 5.7137 1.4940 -1.0466
H 7.0321 0.4108 -1.9501
H 6.7532 5.8143 -2.0631
H 5.9850 5.0719 -0.5103
H 3.2784 6.0206 -2.4466
H 4.3881 4.3218 -4.5062
H 3.5829 1.8882 -1.4268
H 2.3786 3.2716 -0.9253
H 1.5638 3.4604 -4.7379
H 2.6246 0.4723 -3.7280
C -0.5819 -4.0052 -2.1298
C -0.8194 -2.5953 -2.6546
C -0.2124 -2.3586 -4.0372
C 1.2559 -2.3988 -4.0167
N 2.4153 -2.4345 -4.0027
H 0.4839 -4.2005 -1.9747
H -1.0882 -4.1381 -1.1683
H -0.9733 -4.7541 -2.8251
H -0.4209 -1.8697 -1.9352
H -1.9013 -2.4251 -2.7137
H -0.5347 -1.3754 -4.3995
H -0.5974 -3.0996 -4.7471
C -6.0457 -5.1261 -0.4488
C -5.2832 -4.8350 0.8371
C -3.8208 -4.4613 0.5969
C -3.0380 -5.5840 0.0632
N -2.4196 -6.4685 -0.3622
H -5.6420 -6.0035 -0.9639
H -7.0982 -5.3270 -0.2239
H -6.0024 -4.2730 -1.1328
H -5.3491 -5.7051 1.5014
H -5.7772 -4.0021 1.3519
H -3.3786 -4.1415 1.5477
H -3.7601 -3.6051 -0.0846
C 4.0577 0.0986 2.2291
C 5.1035 1.0782 2.7453
C 4.4982 2.3721 3.2889
C 3.8650 3.1777 2.2362
N 3.3610 3.8129 1.4067
H 3.5176 0.5060 1.3687
H 4.5395 -0.8313 1.9101
H 3.3308 -0.1470 3.0093
H 5.8179 1.3003 1.9433
H 5.6677 0.5909 3.5496
H 5.2938 2.9634 3.7571
H 3.7692 2.1433 4.0747
C -1.5838 3.9402 2.0056
C -1.2204 5.2742 2.6445
C 0.2289 5.3347 3.1262
C 0.4842 4.4173 4.2448
N 0.6883 3.6903 5.1254
H -1.5232 3.1204 2.7283
H -2.6096 3.9734 1.6248
H -0.9186 3.7122 1.1672
H -1.9062 5.4755 3.4763
H -1.3761 6.0674 1.9033
H 0.4496 6.3584 3.4503
H 0.9090 5.1115 2.2962
C -2.5682 -8.6967 2.0291
C -1.3023 -8.7861 2.8712
C -1.5563 -8.5700 4.3627
C -1.9876 -7.1981 4.6626
N -2.3323 -6.1163 4.9003
H -3.0052 -7.6939 2.0684
H -2.3391 -8.9194 0.9820
H -3.3193 -9.4150 2.3717
H -0.5696 -8.0588 2.5010
H -0.8628 -9.7812 2.7317
H -0.6301 -8.7779 4.9112
H -2.3050 -9.2850 4.7226
C -4.9368 6.0768 -2.4108
C -3.9901 4.9729 -1.9582
C -4.6031 4.0498 -0.9055
C -4.8470 4.7399 0.3682
N -5.0441 5.2846 1.3732
H -5.1804 6.7573 -1.5889
H -4.4713 6.6680 -3.2059
H -5.8694 5.6585 -2.8016
H -3.0656 5.4232 -1.5770
H -3.7151 4.3717 -2.8333
H -3.9173 3.2128 -0.7291
H -5.5376 3.6196 -1.2832
*
```

Summary:
M: 663.400 g mol⁻¹
Frontier orbital gap: 6.568 eV
E_LUMO: 0.064 hartree

=====

4.
The following is a DFT calculation (wB97M-V/def2-TZVPD) of a cluster of 4 separate species, C28H53BrN3O15P3S in total at a distorted geometry.

```
! wB97M-V def2-TZVPD RIJCOSX def2/J DEFGRID3
* xyz 0 1
C -4.4758 -0.7527 -0.0815
C -2.8989 -0.7517 0.1416
O -2.5015 -0.8686 1.5288
C -3.3123 -1.7626 2.2312
O -3.3125 -2.9429 1.9552
C -4.3048 -1.2982 3.3807
C -4.0909 0.2137 3.8148
C -3.2605 0.3914 5.1553
C -2.4659 1.7588 5.2135
C -1.3280 2.0540 4.3515
N -0.8849 1.0717 3.3818
C 0.0085 0.2701 3.8608
C 0.3390 -1.0048 2.9781
C 0.7513 0.4367 5.2348
C -0.5364 3.3719 4.3932
Br 0.9742 3.5523 3.1509
C -0.8947 4.4210 5.3490
C -0.1111 5.7613 5.4782
C -0.1310 6.6712 4.1885
C -1.5721 7.1295 3.7217
O -1.7356 8.5607 3.6496
C -0.8310 9.1425 2.6997
C -2.0762 4.0845 6.2407
N -2.4966 4.9752 7.2142
S -3.7966 4.2371 7.9741
N -3.8868 2.7616 7.1646
C -2.8878 2.7845 6.2220
H -5.0040 -0.1948 0.7436
H -4.7007 -0.1757 -1.0265
H -4.7999 -1.8215 -0.1655
H -2.3783 -1.4986 -0.5242
H -2.5426 0.2656 -0.2006
H -5.3378 -1.3624 2.9349
H -4.2758 -2.0208 4.2406
H -3.5872 0.8079 3.0047
H -5.1171 0.6516 3.9919
H -2.5423 -0.4655 5.3223
H -4.0078 0.4485 6.0008
H 1.4629 -1.0510 2.9083
H -0.0616 -1.8863 3.5591
H -0.1469 -0.9503 1.9692
H 1.6093 -0.2987 5.2786
H 1.1725 1.4684 5.3911
H 0.0160 0.1690 6.0523
H 0.9745 5.4791 5.6530
H -0.4348 6.3815 6.3538
H 0.3555 6.1816 3.2933
H 0.5318 7.5622 4.4167
H -2.3812 6.7153 4.3981
H -1.8116 6.7049 2.6944
H -1.3199 9.9520 2.0981
H -0.0035 9.6484 3.2960
H -0.2968 8.3730 2.0608
C 1.0697 -6.0397 -4.0827
O 0.4097 -6.5165 -2.9009
P 0.0200 -5.3015 -1.7578
O -0.1145 -6.3105 -0.6409
O -1.4208 -5.0149 -2.4865
C -2.2223 -6.0950 -2.9415
O -0.2078 -3.9254 -0.8033
C -1.0739 -4.0292 0.3227
H 1.1967 -6.8739 -4.7719
H 0.4723 -5.2635 -4.5699
H 2.0517 -5.6393 -3.8220
H -2.0699 -6.9990 -2.3506
H -1.9999 -6.3000 -3.9927
H -3.2688 -5.7988 -2.8687
H -0.5729 -4.5487 1.1389
H -2.0024 -4.5366 0.0600
H -1.3084 -3.0201 0.6567
C 4.4331 -8.7039 -5.6540
O 3.5507 -8.2826 -6.7053
P 4.2949 -8.2018 -8.2463
O 3.2172 -7.2889 -8.7850
O 3.9450 -9.7740 -8.5487
C 2.6742 -10.3064 -8.2037
O 5.2773 -8.1715 -9.6215
C 4.6468 -8.0428 -10.8872
H 3.8570 -8.8022 -4.7346
H 4.8851 -9.6704 -5.8958
H 5.2176 -7.9591 -5.5054
H 1.8894 -9.5493 -8.2287
H 2.7221 -10.7547 -7.2073
H 2.4279 -11.0929 -8.9169
H 4.3337 -7.0126 -11.0516
H 3.7951 -8.7192 -10.9735
H 5.3823 -8.3024 -11.6507
C 3.4266 9.4202 -1.7285
O 3.7166 8.1221 -1.1908
P 2.4131 7.3816 -0.3628
O 3.3364 6.4358 0.3700
O 1.8489 6.7167 -1.7503
C 2.7470 6.1398 -2.6873
O 0.9929 6.9070 0.4227
C 0.8801 5.5497 0.8318
H 4.2896 9.7601 -2.2996
H 2.5566 9.3767 -2.3905
H 3.2361 10.1255 -0.9171
H 3.6452 5.7466 -2.2095
H 3.0250 6.8862 -3.4368
H 2.2329 5.3246 -3.1965
H 1.4715 5.3761 1.7283
H 1.1870 4.8712 0.0334
H -0.1673 5.3562 1.0727
*
```

Summary:
M: 876.631 g mol⁻¹
Frontier orbital gap: 5.819 eV
E_LUMO: -0.093 hartree

=====

Q: Which of these has the highest frontier orbital gap?
A: C28H52N4O6